1.
{"formula": "C15H25N3O4S", "method": "ωB97M-V/def2-TZVPD", "e_above_lowest_kj_mol": 68.0, "gap_ha": 0.30786, "homo_energy_ev": -7.783, "elements": ["C", "C", "O", "C", "O", "C", "C", "S", "O", "O", "N", "C", "C", "N", "C", "C", "C", "C", "C", "N", "C", "C", "C", "H", "H", "H", "H", "H", "H", "H", "H", "H", "H", "H", "H", "H", "H", "H", "H", "H", "H", "H", "H", "H", "H", "H", "H", "H"], "xyz": [[-2.681, -4.316, -0.140], [-1.813, -3.433, -1.025], [-2.095, -2.046, -0.828], [-1.510, -1.460, 0.209], [-0.865, -2.031, 1.054], [-1.754, 0.004, 0.215], [-0.808, 0.943, -0.263], [0.732, 0.504, -0.995], [1.030, 1.425, -2.058], [0.674, -0.896, -1.318], [1.793, 0.845, 0.258], [3.106, 1.313, -0.148], [4.021, 0.140, -0.524], [4.125, -0.860, 0.523], [4.950, -0.459, 1.643], [2.798, -1.319, 0.898], [1.846, -0.179, 1.286], [-1.337, 2.200, -0.088], [-0.734, 3.505, -0.455], [-2.562, 2.053, 0.493], [-3.462, 3.117, 0.842], [-2.832, 0.720, 0.674], [-4.100, 0.236, 1.279], [-2.453, -4.130, 0.907], [-3.734, -4.109, -0.317], [-2.483, -5.361, -0.362], [-0.753, -3.602, -0.817], [-2.016, -3.611, -2.083], [2.957, 1.970, -1.004], [3.527, 1.892, 0.681], [5.021, 0.504, -0.769], [3.597, -0.352, -1.405], [4.569, 0.402, 2.210], [5.943, -0.211, 1.269], [5.040, -1.305, 2.324], [2.885, -2.027, 1.724], [2.371, -1.836, 0.035], [0.840, -0.575, 1.421], [2.165, 0.302, 2.217], [-1.433, 4.115, -1.025], [-0.424, 4.062, 0.430], [0.140, 3.305, -1.069], [-3.902, 2.927, 1.822], [-2.919, 4.058, 0.877], [-4.268, 3.201, 0.109], [-4.111, -0.850, 1.263], [-4.963, 0.603, 0.723], [-4.194, 0.566, 2.315]], "atomic_forces_ev_per_a": [[0.1664, 0.3484, -0.1243], [0.1294, -0.5284, 0.1252], [-0.2403, 0.1120, -0.2054], [-0.2711, 0.0780, 0.4233], [-0.0303, -0.1652, -0.0616], [-0.1443, 0.1987, 0.0415], [0.2689, -0.2552, -0.1992], [-0.4036, 0.7367, 0.3476], [0.1340, 0.0744, 0.0986], [-0.0282, 0.0198, 0.2173], [-0.5460, -0.0189, -0.7887], [0.4814, 0.0787, -0.4472], [-0.0357, 0.1818, 0.0321], [0.0951, -0.0946, -0.0319], [-0.0470, -0.0220, -0.0850], [-0.1722, 0.0108, 0.0267], [-0.0478, -0.5081, 0.3180], [0.4079, 0.1120, -0.1694], [-0.0706, 0.0302, 0.0745], [0.4531, -0.2302, -0.1455], [-0.2853, 0.2287, -0.0016], [0.1788, -0.7242, -0.0261], [0.0916, 0.1465, -0.0205], [-0.0005, -0.0375, 0.0624], [-0.0989, -0.0345, -0.0229], [-0.0070, -0.1359, -0.0179], [-0.1269, 0.0182, -0.1099], [0.0651, 0.0463, 0.1176], [0.2309, 0.0951, 0.0997], [-0.0863, -0.0149, -0.0431], [-0.0212, -0.0024, -0.0643], [0.0830, 0.0604, -0.0614], [0.0320, 0.0345, 0.0640], [0.0630, 0.0379, 0.0689], [0.0478, 0.0205, 0.0843], [-0.0362, -0.0281, -0.0046], [0.0042, -0.0514, 0.1409], [0.0312, -0.0470, 0.2494], [-0.0801, -0.0017, -0.0523], [0.0143, 0.0905, -0.0559], [0.0212, 0.0882, 0.0331], [-0.0001, 0.1457, -0.0151], [0.0379, 0.0453, -0.0311], [-0.0238, -0.0272, 0.0184], [0.0240, 0.0429, 0.0466], [-0.0603, -0.0761, 0.0162], [-0.1225, -0.0456, 0.0066], [-0.0751, -0.0331, 0.0718]]}



2.
{"formula": "C7H35NO9", "method": "ωB97M-V/def2-TZVPD", "e_above_lowest_kj_mol": 759.9, "gap_ha": 0.32007, "homo_energy_ev": -8.312, "elements": ["C", "C", "C", "C", "C", "N", "C", "C", "H", "H", "H", "H", "H", "H", "H", "H", "H", "H", "H", "H", "H", "H", "H", "H", "H", "O", "H", "H", "O", "H", "H", "O", "H", "H", "O", "H", "H", "O", "H", "H", "O", "H", "H", "O", "H", "H", "O", "H", "H", "O", "H", "H"], "xyz": [[0.902, -0.095, -4.811], [0.401, 0.464, -3.467], [-0.283, -0.702, -2.589], [-1.120, -0.188, -1.434], [-0.320, 0.789, -0.497], [-1.358, 1.635, 0.364], [-2.702, 1.069, 0.276], [-1.329, 3.104, 0.066], [1.504, 0.858, -5.250], [1.532, -0.977, -4.748], [0.150, -0.512, -5.437], [1.165, 0.952, -2.882], [-0.415, 1.291, -3.631], [-0.914, -1.359, -3.186], [0.494, -1.338, -2.302], [-2.048, 0.073, -1.851], [-1.446, -1.145, -0.879], [0.261, 1.540, -1.059], [0.281, 0.238, 0.321], [-3.437, 1.895, 0.650], [-2.817, 0.087, 0.912], [-3.110, 0.805, -0.766], [-0.646, 3.274, -0.794], [-0.877, 3.437, 0.963], [-2.309, 3.683, -0.181], [-0.172, 3.552, 2.785], [-0.702, 2.750, 2.705], [-0.635, 4.283, 3.262], [-0.346, -1.208, 1.826], [-0.429, -1.135, 2.837], [-0.609, -0.517, 1.326], [2.429, 0.992, 1.815], [2.353, 1.780, 2.277], [2.501, 1.001, 0.895], [-2.818, -2.426, 1.505], [-3.498, -2.623, 2.094], [-1.871, -2.239, 1.836], [3.306, 3.266, 1.101], [3.918, 3.258, 0.535], [2.794, 3.882, 1.235], [3.149, -1.276, 2.929], [3.567, -0.434, 2.936], [2.576, -1.351, 2.206], [0.493, -2.811, 3.473], [1.110, -2.496, 4.063], [0.888, -3.203, 2.723], [-0.940, -3.381, -1.264], [-1.380, -3.214, -0.452], [-1.194, -4.277, -1.422], [1.374, -3.709, 0.007], [0.498, -3.613, -0.410], [2.079, -3.731, -0.611]], "atomic_forces_ev_per_a": [[1.9461, 2.8918, 0.2915], [-3.1731, -0.9403, 0.1154], [0.1520, 2.0679, -1.4128], [2.1361, -2.6415, 1.2559], [-2.5281, 0.3304, 1.5931], [-0.1542, -0.9200, -1.6065], [-2.2598, -0.1095, 0.8249], [-0.3474, -0.3874, -1.3673], [-1.3422, -2.6774, 0.1646], [0.7837, 0.2573, 0.6209], [-1.1245, 0.6068, -0.7254], [0.4896, -0.0697, -0.0154], [1.4165, -1.4144, 0.0358], [-0.1293, 0.2647, -0.4272], [1.3935, -0.9693, 0.8857], [-0.7200, 1.3995, -0.4564], [0.6393, 1.6179, -0.3000], [0.0073, -0.6728, 0.3431], [-0.2464, 0.9945, -2.1684], [1.1933, -1.6843, -0.2419], [0.1678, 1.9266, -1.0940], [0.5907, 0.6334, 1.5140], [-0.3858, 0.1627, 0.4569], [0.2371, 1.5689, 0.0947], [1.3810, -1.5260, 0.5724], [0.3847, 1.0483, 0.7905], [-0.3310, 0.2330, 0.2879], [0.2163, -1.4372, -0.5817], [0.9565, -4.0805, 3.9302], [0.3553, 0.2265, -2.5283], [-1.7423, 3.8637, -1.5305], [-0.3860, -3.9257, 1.6587], [-0.0747, 2.4551, 0.0934], [0.1213, 1.1882, -1.7514], [3.2005, 0.7142, -2.2880], [-0.9591, -0.4619, 2.0178], [-2.0976, -0.2710, 0.0483], [0.7985, -10.4851, 5.3673], [7.0582, 0.8771, -6.9252], [-7.6815, 10.4105, 1.3328], [1.2577, -1.9187, 2.4181], [-0.0500, 0.9744, -0.4930], [-1.2541, 0.4299, -1.6473], [-3.4164, -0.7845, 0.1102], [2.6223, 0.8511, 1.6586], [1.0295, -0.4437, -1.2116], [0.4482, 0.1621, -0.8278], [-1.0133, 0.7269, 1.4602], [-0.2085, -1.0969, -0.5576], [-0.6227, -0.0971, 1.8216], [0.7554, 0.1136, -0.5506], [0.5097, 0.0181, -1.0560]]}



3.
{"formula": "C4H4ClOPS", "method": "ωB97M-V/def2-TZVPD", "e_above_lowest_kj_mol": 241.5, "gap_ha": [0.28445, 0.25754], "homo_energy_ev": [-8.854, -8.388], "elements": ["C", "C", "C", "C", "O", "P", "S", "Cl", "H", "H", "H", "H"], "xyz": [[-1.096, -1.131, 0.337], [-0.725, 0.178, 0.797], [-0.213, -1.670, -0.554], [0.333, 0.666, 0.097], [2.426, 2.993, -1.514], [1.855, 3.211, -0.010], [0.957, -0.495, -1.000], [0.497, 4.540, -0.554], [-2.002, -1.686, 0.777], [-1.153, 0.760, 1.523], [-0.304, -2.709, -0.900], [2.461, 2.034, -1.781]], "atomic_forces_ev_per_a": [[-1.0497, -0.7533, 1.4815], [1.1125, -0.6641, -2.1089], [-1.0897, -0.3964, 0.1830], [1.0826, 0.9015, -0.3568], [0.2386, -1.7323, -0.0963], [-0.3500, -1.9576, -0.2426], [0.2857, -0.0318, 0.0114], [-0.9339, 0.8015, 0.1528], [1.6524, 0.8036, -0.8196], [-1.4360, 0.9957, 1.6945], [0.4131, 0.7886, -0.2251], [0.0742, 1.2445, 0.3261]]}